[1]
Computed, not measured: C16H25Cl2N8O11P2STc as an isolated structure, with ωB97M-V/def2-TZVPD.

Cartesian coordinates (Å):
N: -1.27 -4.17 -2.89
Tc: -0.57 -1.57 0.06
H: 0.99 -0.75 -2.53
O: -3.98 -3.10 -0.28
H: 4.12 2.70 -3.04
N: -1.42 -5.47 -3.30
C: 1.95 2.24 -1.25
P: -3.55 -0.26 0.44
H: -2.45 -1.61 3.37
O: -1.74 -2.99 0.90
H: -1.45 3.56 4.05
C: -0.41 3.29 4.16
O: -3.73 -4.19 2.02
N: -1.77 -3.17 -3.59
C: 1.89 1.17 -2.14
H: 4.23 -2.03 1.22
C: -3.68 -1.42 1.82
H: 5.51 4.78 -2.91
C: 1.05 0.11 -1.87
H: 2.68 -2.31 -1.43
O: -4.82 -0.34 -0.46
N: 2.63 4.35 -0.52
C: 2.87 3.40 -1.40
H: -0.77 -6.06 -2.81
N: 4.45 5.58 -1.35
O: 2.32 5.93 1.71
C: 2.61 -3.16 -0.75
C: 2.29 -2.70 0.65
C: 3.42 5.41 -0.50
C: 3.22 -1.63 1.19
C: 0.29 1.15 0.06
C: 1.11 2.23 -0.14
O: 0.94 -2.15 0.70
H: -0.08 3.42 5.18
O: 4.27 7.25 1.07
H: 3.57 -3.67 -0.74
C: -5.04 -1.41 2.50
O: -2.63 -0.96 2.67
H: -5.06 -2.19 3.26
H: -4.58 -3.87 -0.33
H: -5.85 -1.61 1.79
H: -1.34 -5.50 -4.31
S: 3.00 6.70 0.69
H: 1.11 3.07 0.55
C: 4.67 4.63 -2.24
C: -1.49 -2.15 -2.81
H: -0.37 1.11 0.92
H: -1.74 -1.12 -3.03
N: -0.85 -2.55 -1.70
C: 3.90 3.47 -2.32
N: 0.28 0.09 -0.77
O: -2.28 -0.57 -0.34
H: -5.22 -0.45 2.98
H: 2.49 1.15 -3.04
H: 3.21 -0.75 0.55
Cl: -0.30 1.52 3.82
H: 2.94 -1.34 2.20
O: 2.14 7.54 -0.12
H: 2.25 -3.55 1.34
P: -3.25 -3.11 1.17
O: -3.44 1.22 0.92
N: -0.72 -3.87 -1.77
H: -4.95 -1.22 -0.85
H: -4.04 1.54 1.61
Cl: 0.57 4.26 3.10
H: 1.86 -3.86 -1.12

Summary:
* spin multiplicity: 2
* LUMO level (alpha / beta): -6.09 / -5.78 eV
* total charge: +1

[2]
Computed, not measured: an isolated ion of composition C16H25ClN3O2 and charge +1, with ωB97M-V/def2-TZVPD.

Cartesian coordinates (Å):
H: -0.20 -1.34 0.94
C: 0.51 1.77 0.29
O: 0.68 0.64 0.76
C: 2.25 -2.19 1.56
H: 3.05 -2.92 1.68
H: 1.87 -0.27 -2.19
N: 3.01 0.80 -0.84
C: -3.92 1.27 1.54
H: 3.61 0.06 2.02
H: 1.87 -0.41 0.56
H: 3.33 2.80 -1.43
C: -3.38 -0.29 -0.20
C: 2.83 -0.35 -1.69
H: 2.31 2.76 0.85
C: -2.21 0.40 -0.51
N: 2.65 -1.15 0.61
C: 4.18 0.67 -0.01
O: 0.10 -2.08 0.40
H: 2.05 -2.28 -1.06
H: 4.41 1.62 0.47
C: 2.52 2.09 -1.20
H: -2.50 2.85 1.83
C: 1.68 2.68 -0.04
C: 2.86 -1.60 -0.78
Cl: -3.80 -1.70 -1.09
C: -1.91 1.52 0.26
H: -1.97 -0.27 -2.51
H: -4.59 1.62 2.31
H: 3.81 -2.13 -0.85
H: 5.06 0.36 -0.59
H: 0.47 -3.32 2.02
H: 1.89 2.00 -2.09
H: 2.09 -1.70 2.52
C: 3.85 -0.40 1.06
C: 0.96 -2.91 1.12
H: -0.84 -0.98 -1.37
C: -2.76 1.96 1.27
H: -0.61 0.70 -1.91
H: 1.19 -3.75 0.46
C: -1.35 -0.06 -1.64
H: -0.81 3.22 -0.25
N: -0.70 2.25 0.03
C: -4.24 0.14 0.81
H: 4.68 -1.10 1.20
H: 1.33 3.67 -0.31
H: 3.62 -0.44 -2.46
H: -5.14 -0.41 1.02

Summary:
* spin multiplicity: 1
* LUMO level: -2.12 eV
* SMILES: Cc1c(Cl)cccc1NC(=O)CCN1CC[NH+](CCO)CC1
* total charge: +1

[3]
Computed, not measured: C16H25IrO5Se as an isolated structure, with ωB97M-V/def2-TZVPD.

Cartesian coordinates (Å):
H: -0.75 0.74 3.78
C: -0.95 1.20 2.81
C: 0.75 -4.35 0.13
Ir: -0.28 0.27 -0.37
C: 0.21 -3.14 -0.26
C: -2.17 0.54 2.19
C: -0.15 3.06 -1.94
O: -2.33 0.90 0.82
H: 0.62 3.53 -1.31
H: 3.28 -0.07 1.75
H: -2.02 4.03 -0.37
H: 0.46 -6.47 0.21
C: -1.21 -5.48 -0.71
H: 1.15 2.57 -3.59
H: 2.64 1.54 1.31
O: 1.97 -0.07 0.15
H: -1.11 2.27 2.96
C: -2.76 2.23 0.54
Se: -1.82 -1.46 -1.40
C: -1.63 3.07 -0.02
H: 1.02 -0.76 2.52
H: -0.35 1.62 -3.51
H: 3.89 0.29 -0.58
H: -2.73 -4.25 -1.58
C: 2.44 1.24 -1.84
H: 1.61 0.69 3.38
C: 2.88 0.11 -0.95
C: 1.28 0.30 2.41
C: 0.03 -5.52 -0.09
C: 2.40 0.47 1.41
O: -1.07 2.34 -1.12
H: 3.08 1.27 -2.72
H: -3.17 2.71 1.43
C: 0.45 2.06 -2.92
H: -2.05 -0.55 2.19
C: -1.76 -4.28 -1.10
H: -3.54 2.15 -0.22
C: -1.05 -3.09 -0.87
O: 1.09 0.98 -2.24
H: -1.76 -6.40 -0.88
H: 2.51 2.21 -1.33
O: 0.17 1.05 1.93
H: -3.07 0.79 2.76
H: -0.67 3.84 -2.49
H: -0.85 3.26 0.72
H: 0.76 -2.22 -0.11
H: 2.86 -0.83 -1.51
H: 1.72 -4.38 0.60

Summary:
* energy relative to the best compared isomer or geometry (same formula, charge and spin): 0.000 eV
* spin multiplicity: 5
* LUMO level (alpha / beta): -5.35 / -8.48 eV
* total charge: +2

[4]
Computed, not measured: a single C16H25NO molecule, with ωB97M-V/def2-TZVPD.

Cartesian coordinates (Å):
H: 5.50 -1.27 -0.72
H: -4.81 2.93 -1.13
C: 4.71 -0.60 -0.42
O: 1.04 -0.51 -0.14
H: -3.40 1.01 1.81
H: 6.72 1.34 1.16
H: -0.85 -1.02 1.43
C: 2.36 -0.19 -0.11
C: -4.62 2.12 -0.42
H: -6.12 0.78 -1.23
C: -2.89 -1.56 0.95
H: 0.98 -1.92 -1.65
C: -3.14 2.05 -0.07
H: 6.58 2.07 -0.44
H: -5.20 2.32 0.48
N: -3.28 -0.38 0.21
C: -2.87 0.86 0.85
C: 5.03 0.67 0.04
H: -2.56 1.92 -0.99
H: -1.16 -2.75 1.40
C: 0.65 -1.78 -0.61
C: 3.40 -1.04 -0.49
H: -2.81 2.97 0.41
H: -4.51 0.62 -1.96
H: -1.22 -2.75 -1.04
C: 6.45 1.14 0.12
H: 1.09 -2.57 0.02
H: 7.13 0.40 -0.29
H: -1.29 -0.98 -1.07
H: -3.39 -2.41 0.50
H: 1.86 1.74 0.65
C: -1.38 -1.81 0.90
C: -5.05 0.78 -1.02
C: 2.67 1.09 0.35
H: 4.21 2.50 0.78
H: -3.21 -1.50 2.01
C: -0.88 -1.84 -0.54
H: -5.29 -0.23 0.87
H: -4.99 -1.31 -0.51
C: -4.71 -0.35 -0.06
C: 3.98 1.51 0.42
H: 3.20 -2.03 -0.86
H: -1.80 0.81 1.06

Summary:
* energy relative to the best compared isomer or geometry (same formula, charge and spin): 1.173 eV
* spin multiplicity: 1
* LUMO level: 0.98 eV
* SMILES: Cc1ccc(OCCCCN2CCCCC2)cc1
* total charge: 0